Entry 1:
Formula: CH2O2
Source: the OMol25 dataset
Level of theory: ωB97M-V/def2-TZVPD

As for the SMILES: O=CO. Its total energy is -5164.2381 eV. Its relative energy (zero: lowest compared OMol25 entry of this formula, charge and spin) is 4.1 kcal/mol. For the gap between HOMO and LUMO, the calculation gives 11.524 eV.

ORCA input file:
```
! wB97M-V def2-TZVPD RIJCOSX def2/J DEFGRID3
* xyz 0 1
O 1.383 -0.668 -0.299
C 0.435 -0.044 0.046
O -0.808 -0.456 -0.228
H 0.462 0.942 0.553
H -1.471 0.226 -0.072
*
```

---

Entry 2:
Formula: C5H14S
Source: the OMol25 dataset
Level of theory: ωB97M-V/def2-TZVPD

As for the SMILES: CCC.CSC. Its total energy is -16246.8125 eV. Its relative energy (zero: lowest compared OMol25 entry of this formula, charge and spin) is 11.3 kcal/mol. For the gap between HOMO and LUMO, the calculation gives 9.527 eV.

ORCA input file:
```
! wB97M-V def2-TZVPD RIJCOSX def2/J DEFGRID3
* xyz 0 1
C 0.994 2.353 -0.782
C -0.505 2.155 -1.002
C -1.212 1.881 0.328
H 1.392 1.434 -0.359
H 1.168 3.132 -0.046
H 1.572 2.631 -1.674
H -0.997 2.966 -1.543
H -0.631 1.269 -1.627
H -0.534 2.080 1.172
H -1.982 2.625 0.524
H -1.471 0.852 0.592
C 0.052 -1.781 -0.605
S 1.229 -1.960 0.755
C 0.482 -3.365 1.589
H -0.912 -2.222 -0.339
H -0.040 -0.738 -0.888
H 0.383 -2.349 -1.473
H 1.195 -3.698 2.340
H 0.240 -4.179 0.913
H -0.423 -3.086 2.126
*
```

---

Entry 3:
Formula: C4H7NO
Source: the OMol25 dataset
Level of theory: ωB97M-V/def2-TZVPD

As for the SMILES: C[C@H]1CN1C=O. Its total energy is -7797.8937 eV. Its relative energy (zero: lowest compared OMol25 entry of this formula, charge and spin) is 40.4 kcal/mol. For the gap between HOMO and LUMO, the calculation gives 10.831 eV.

ORCA input file:
```
! wB97M-V def2-TZVPD RIJCOSX def2/J DEFGRID3
* xyz 0 1
C -1.691 -0.271 0.533
C -0.291 -0.518 0.031
C 0.168 0.026 -1.281
N 0.587 0.628 -0.031
C 1.912 0.576 0.387
O 2.808 1.208 -0.114
H -1.717 -0.237 1.627
H -2.369 -1.062 0.196
H -2.061 0.688 0.157
H 0.170 -1.456 0.350
H 0.924 -0.534 -1.830
H -0.513 0.609 -1.896
H 2.069 -0.091 1.256
*
```

---

Entry 4:
Formula: C5H8FNO
Source: the OMol25 dataset
Level of theory: ωB97M-V/def2-TZVPD

As for the SMILES: C[C@@H]1NC[C@@]1(F)C=O. Its total energy is -11566.6355 eV. Its relative energy (zero: lowest compared OMol25 entry of this formula, charge and spin) is 87.3 kcal/mol. For the gap between HOMO and LUMO, the calculation gives 9.951 eV.

ORCA input file:
```
! wB97M-V def2-TZVPD RIJCOSX def2/J DEFGRID3
* xyz 0 1
C -1.577 0.529 -0.786
C -0.341 -0.362 -0.695
N -0.275 -1.533 0.225
C 0.180 -0.581 1.327
C 0.698 0.408 0.223
F 0.487 1.778 0.417
C 2.126 0.327 -0.128
O 2.591 -0.595 -0.812
H -1.559 1.083 0.223
H -2.625 0.015 -1.186
H -1.364 1.427 -1.412
H -0.028 -0.743 -1.648
H -1.242 -2.189 0.280
H 0.981 -0.908 2.061
H -0.729 0.038 1.827
H 2.678 1.304 0.084
*
```

---

Entry 5:
Formula: C6H8Br2ClNO2
Source: the OMol25 dataset
Level of theory: ωB97M-V/def2-TZVPD

As for the SMILES: [O-]/[N+](O)=C(/Cl)Br.Br[C@@H]1C=CCC1. Its total energy is -164538.9632 eV. For the gap between HOMO and LUMO, the calculation gives 9.203 eV.

ORCA input file:
```
! wB97M-V def2-TZVPD RIJCOSX def2/J DEFGRID3
* xyz 0 1
O -1.833 0.058 1.815
N -2.212 -1.072 1.497
O -1.969 -2.178 2.249
C -3.049 -1.281 0.519
Cl -3.718 -2.817 0.244
Br -3.227 0.062 -0.773
H -1.796 -1.851 3.207
Br 2.746 -1.247 -0.144
C 0.666 -0.661 -0.097
C -0.108 -1.468 -1.109
C -0.527 -0.604 -2.056
C 0.170 0.663 -2.021
C 0.484 0.720 -0.581
H 0.469 -0.876 0.913
H -0.516 -2.430 -0.827
H -1.192 -0.819 -2.857
H 1.095 0.756 -2.623
H -0.610 1.434 -2.399
H 1.249 1.430 -0.104
H -0.406 1.123 -0.005
*
```

---

Entry 6:
Formula: CH16NO6
Source: the OMol25 dataset
Level of theory: ωB97M-V/def2-TZVPD

Its total energy is -15065.7212 eV. Its relative energy (zero: lowest compared OMol25 entry of this formula, charge and spin) is 17.2 kcal/mol. For the gap between HOMO and LUMO, the calculation gives 11.803 eV.

ORCA input file:
```
! wB97M-V def2-TZVPD RIJCOSX def2/J DEFGRID3
* xyz 1 1
C -0.853 2.385 -0.841
N -0.528 1.759 0.216
H -1.618 3.148 -0.810
H -0.195 2.532 -1.678
H 0.267 1.119 0.367
H -1.065 1.770 1.087
H -1.437 -0.140 2.456
H -2.790 0.467 2.907
O -1.988 0.649 2.400
H 1.321 -0.123 -2.342
H 0.725 -1.437 -2.924
O 0.608 -0.480 -2.941
H 1.590 -0.169 2.089
H 0.966 -1.615 1.790
O 1.029 -0.677 1.496
H -2.300 0.506 -2.511
H -0.739 0.105 -2.331
O -1.502 0.648 -1.990
H -0.204 -3.628 1.906
H 1.276 -3.952 1.752
O 0.612 -3.292 1.519
H 1.856 -0.533 -0.276
H 2.873 0.718 -0.521
O 2.097 0.239 -0.820
*
```

---

no.,HOMO (eV)
1,-10.96
2,-8.50
3,-9.90
4,-9.37
5,-9.11
6,-14.67